(1)
71
Properties=species:S:1:pos:R:3:forces:R:3 method="wB97M-V/def2-TZVPD" gap_ev=9.0 smiles="CC(=O)OC[C@@]1(Cc2cccc(C)c2)OC(=O)O[C@@H]1I.Fc1ccccc1.Fc1ccccc1.Fc1ccccc1"
C 0.841732 -1.270213 -1.599497 -0.40 0.19 -0.12
C 0.600628 -0.177279 -0.591679 0.12 -0.13 0.01
O 0.501621 -0.372315 0.579445 0.09 0.07 0.08
O 0.586225 1.110884 -1.087809 -0.19 -0.05 0.10
C -0.469768 1.429102 -1.973058 0.13 0.14 -0.06
C -1.707458 1.978806 -1.229356 0.40 0.26 0.56
C -2.618483 0.947103 -0.554332 -0.14 -0.17 -0.31
C -3.489875 0.000616 -1.368690 0.18 0.02 -0.07
C -4.810421 -0.157962 -0.961823 -0.07 0.03 0.09
C -5.658051 -1.027770 -1.618547 -0.11 -0.16 -0.10
C -5.205754 -1.763083 -2.701390 0.07 -0.05 -0.06
C -3.890037 -1.641590 -3.124807 -0.05 -0.01 -0.03
C -3.358986 -2.465876 -4.265499 0.22 0.11 0.16
C -3.049983 -0.764628 -2.448192 -0.10 0.12 0.23
O -1.165726 2.724901 -0.095099 -0.54 -0.04 -0.12
C -1.519113 4.011888 -0.164611 0.20 0.15 0.12
O -1.457460 4.802776 0.718919 0.17 -0.06 -0.24
O -1.935082 4.307899 -1.429237 -0.14 -0.02 0.09
C -2.344369 3.125626 -2.064897 -0.04 -0.09 -0.19
I -4.484577 3.181133 -2.267964 0.02 -0.01 0.01
H 0.600558 -0.955350 -2.611714 0.07 -0.05 -0.07
H 0.223494 -2.121021 -1.323922 0.16 -0.14 -0.02
H 1.891724 -1.552167 -1.580446 0.04 -0.05 0.13
H -0.100949 2.191735 -2.658084 0.15 0.07 0.09
H -0.727772 0.559671 -2.561226 -0.22 -0.03 -0.24
H -1.979268 0.370265 0.117066 0.06 0.01 0.03
H -3.287572 1.524849 0.083921 0.04 0.00 0.08
H -5.191089 0.413634 -0.125754 0.05 0.07 0.04
H -6.683590 -1.141942 -1.294461 -0.02 0.05 0.06
H -5.867449 -2.447618 -3.215810 -0.07 0.00 -0.01
H -4.114866 -2.632315 -5.028421 -0.04 -0.07 -0.03
H -3.001875 -3.430030 -3.899826 -0.10 -0.09 -0.05
H -2.502166 -1.972007 -4.723451 -0.03 0.01 -0.10
H -2.029222 -0.716436 -2.784450 0.20 0.02 -0.05
H -1.980873 3.155904 -3.086280 -0.05 -0.12 -0.05
F 2.195390 -4.236784 -1.690115 0.00 0.00 -0.02
C 2.357856 -4.414645 -0.358871 0.00 -0.01 0.10
C 3.459954 -3.858672 0.256012 0.11 0.11 -0.07
C 3.617412 -4.037287 1.622238 -0.05 -0.04 0.02
C 2.683972 -4.766259 2.345881 0.00 0.00 0.01
C 1.584649 -5.315401 1.700717 0.04 0.03 0.01
C 1.411602 -5.139844 0.335383 -0.08 -0.03 -0.04
H 4.179278 -3.297322 -0.326213 0.00 -0.02 -0.02
H 4.472973 -3.601600 2.120672 0.01 0.01 -0.01
H 2.810963 -4.902746 3.411057 0.00 0.00 0.01
H 0.854606 -5.883323 2.261371 -0.01 0.00 0.00
H 0.559620 -5.553891 -0.186857 0.02 0.00 -0.01
F -2.769211 5.555234 7.235916 0.00 0.00 0.01
C -3.212222 5.540182 5.959664 -0.01 0.00 -0.05
C -2.352231 5.132115 4.960378 0.05 -0.02 0.01
C -2.812893 5.117470 3.651049 -0.06 -0.02 0.06
C -4.113940 5.511155 3.366407 -0.01 0.00 -0.01
C -4.957712 5.918322 4.390716 0.04 -0.01 -0.03
C -4.509942 5.934045 5.704188 -0.05 0.02 0.04
H -1.342469 4.834369 5.208482 -0.01 0.00 0.02
H -2.160019 4.798249 2.851555 0.02 0.04 0.03
H -4.466233 5.502855 2.343266 0.01 0.01 0.00
H -5.970362 6.228897 4.169463 -0.01 0.00 0.01
H -5.148815 6.244187 6.519885 0.02 0.00 0.01
F 6.878011 -4.079084 -1.330231 -0.01 -0.02 -0.01
C 7.319150 -2.891315 -0.869062 0.00 0.07 0.04
C 7.301385 -1.800462 -1.714706 -0.03 0.00 -0.08
C 7.750598 -0.580201 -1.230668 0.01 -0.01 0.05
C 8.208499 -0.467775 0.074828 0.00 0.01 0.00
C 8.215674 -1.581704 0.902937 -0.01 0.03 -0.04
C 7.766200 -2.807896 0.434325 -0.01 -0.06 0.06
H 6.943295 -1.912873 -2.729101 0.00 -0.02 0.01
H 7.741190 0.286234 -1.878115 0.00 0.00 -0.01
H 8.558184 0.485846 0.445846 0.00 0.00 0.00
H 8.573389 -1.498644 1.920351 0.00 0.00 0.01
H 7.758050 -3.688622 1.062328 0.01 -0.01 -0.02



(2)
83
Properties=species:S:1:pos:R:3:forces:R:3 method="wB97M-V/def2-TZVPD" s_squared=2.019 gap_ev="5.7 / 5.4" multiplicity=3 charge=+2 relative_energy_kj_mol=35.11
W 0.220063 0.124854 -0.541844 -0.21 -0.04 2.43
Cl 4.203081 -0.098716 5.910928 0.03 -0.02 0.06
C 3.370026 0.224251 4.442641 0.06 0.00 0.02
C 2.024600 0.538527 4.473425 -0.10 0.04 0.01
C 1.360632 0.786042 3.285668 -0.03 0.06 -0.25
Cl -0.287232 1.296899 3.354318 -0.07 -0.08 0.08
C 1.993242 0.690802 2.041266 -0.03 -0.01 0.02
O 1.357055 0.923991 0.870154 -0.09 -0.11 -0.45
C 3.371583 0.454022 2.074366 -0.17 0.03 -0.22
Cl 4.242312 0.552582 0.588278 0.09 -0.02 -0.04
C 4.060449 0.208299 3.242479 0.09 -0.05 0.05
H 1.495648 0.615530 5.413148 0.01 0.00 -0.01
H 5.124581 0.020775 3.218449 -0.01 0.00 0.00
C -1.966706 -2.702193 6.866816 0.03 0.01 0.02
C -1.708312 -2.469601 5.408819 0.02 0.00 -0.03
C -0.408516 -2.335708 4.920689 -0.06 -0.01 0.04
C -0.166377 -2.135886 3.573821 0.08 0.07 -0.03
C -1.250214 -2.080272 2.707904 0.08 -0.02 -0.16
C -2.558450 -2.240600 3.155357 -0.14 -0.02 -0.04
C -2.776190 -2.415526 4.506324 0.00 -0.01 0.01
S -0.979062 -1.891383 1.006361 -0.12 -0.09 0.60
O -1.435829 -2.986158 0.229789 -0.09 -0.17 0.09
O 0.482086 -1.534392 0.811581 0.16 0.23 -0.53
N -1.581113 -0.532125 0.408815 0.13 -0.13 -0.83
C -2.006623 0.706336 0.838061 0.04 0.15 -0.10
C -3.097154 1.102934 1.591194 0.08 -0.12 0.00
C -3.269185 2.462742 1.749383 -0.03 0.11 0.03
C -2.385869 3.375768 1.163555 -0.07 0.04 0.03
C -1.334906 2.905221 0.416627 0.01 -0.03 -0.01
N -1.168145 1.584375 0.260528 0.02 0.01 -0.03
H -1.081800 -2.499441 7.466735 -0.01 0.00 0.00
H -2.255653 -3.741486 7.035117 0.00 0.00 -0.01
H -2.782449 -2.075015 7.225641 0.00 -0.01 -0.01
H 0.427338 -2.391612 5.606834 0.00 0.00 -0.01
H 0.843003 -2.022919 3.201327 -0.02 -0.02 0.01
H -3.389508 -2.247885 2.458621 0.02 0.00 0.01
H -3.788478 -2.535808 4.872147 0.02 0.00 -0.01
H -3.769798 0.376507 2.023005 0.01 0.01 -0.01
H -4.104120 2.830841 2.332052 0.01 -0.01 -0.01
H -2.520837 4.439692 1.292548 0.00 -0.01 0.00
H -0.616196 3.556329 -0.060388 0.02 0.01 -0.01
C -4.029265 2.567795 -3.346175 0.03 -0.05 0.00
O -2.727197 1.926185 -3.286271 0.03 -0.02 -0.06
C -2.583087 0.947063 -2.393657 -0.28 0.12 0.05
O -3.416355 0.574809 -1.622392 -0.05 -0.06 0.01
C -1.156159 0.462642 -2.440560 0.48 0.07 -0.19
C -0.791294 -0.816302 -2.703214 0.23 0.12 0.01
As 0.937814 -1.761505 -2.362268 0.09 0.26 -0.10
C 1.627657 -2.186246 -4.157391 -0.08 0.00 0.07
C 2.064771 -0.059719 -2.087502 -0.22 -0.16 -0.10
C 1.767388 1.254023 -2.134406 0.14 0.12 -0.42
As 0.036080 2.093736 -2.811242 0.11 -0.29 -0.07
C 0.389622 1.601282 -4.680020 -0.09 0.13 0.00
C 2.835021 2.315957 -2.454369 -0.08 0.10 -0.03
O 3.285668 2.224482 -3.560729 0.00 0.03 -0.07
O 3.108653 3.345309 -1.683681 0.06 -0.07 0.07
C 2.509338 3.589206 -0.403246 0.06 0.02 -0.03
C 3.420838 -0.716216 -1.987213 0.20 0.07 -0.33
O 3.458053 -1.898419 -1.725410 -0.04 -0.10 0.12
O 4.431593 0.018904 -2.359736 0.08 0.05 0.19
C 5.730725 -0.640610 -2.373762 -0.07 0.06 0.05
C -1.707182 -1.966465 -3.025007 -0.26 -0.07 -0.05
O -1.250053 -3.085622 -2.993712 0.05 -0.02 0.02
O -2.900568 -1.623127 -3.428437 -0.09 0.03 0.00
C -3.780964 -2.717112 -3.815992 0.03 0.03 0.02
H -3.866370 3.518028 -3.841523 0.01 -0.01 -0.02
H -4.415502 2.705936 -2.340988 -0.01 0.02 0.02
H -4.704706 1.942704 -3.923803 -0.01 -0.01 0.01
H 0.854005 -2.781160 -4.633926 -0.03 -0.02 -0.01
H 2.523348 -2.776827 -3.993990 0.00 -0.04 0.05
H 1.850018 -1.282565 -4.715135 -0.01 0.03 0.01
H 0.527261 0.532288 -4.796795 0.01 -0.03 0.06
H 1.281375 2.140018 -4.993030 0.03 0.02 0.02
H -0.471968 1.938173 -5.254378 -0.04 0.00 0.01
H 3.318838 3.816994 0.284413 0.01 0.00 0.01
H 1.968151 2.724803 -0.038462 -0.06 -0.07 0.02
H 1.864196 4.460870 -0.501179 -0.01 -0.01 -0.01
H 6.431805 0.128304 -2.673945 0.00 0.01 -0.01
H 5.713992 -1.459167 -3.087490 -0.01 -0.02 -0.01
H 5.950500 -1.015540 -1.377556 0.03 -0.02 0.00
H -4.687204 -2.241939 -4.170166 -0.01 0.02 0.00
H -3.977488 -3.339929 -2.947842 0.01 -0.01 0.01
H -3.308311 -3.301615 -4.600333 0.00 -0.01 -0.01



(3)
79
Properties=species:S:1:pos:R:3:forces:R:3 method="wB97M-V/def2-TZVPD" gap_ev="6.6 / 6.6" charge=+1 relative_energy_kj_mol=0.00
Mo 0.266771 -0.810021 1.532128 -0.28 -0.62 0.01
O 1.290024 -2.365887 6.340748 -0.33 0.27 0.12
As 0.766063 -2.443409 4.687137 0.29 -0.24 -0.26
O -0.998678 -2.116791 4.645837 -0.08 0.04 0.45
O 1.112301 -3.873076 4.013143 -0.15 -0.10 0.00
C -1.746680 -3.251260 4.449144 0.25 -0.53 -0.58
C -2.287417 -3.983582 5.488653 -0.20 0.26 0.14
C -2.843576 -5.229463 5.233622 -0.08 -0.01 0.09
C -2.848852 -5.767696 3.958736 0.05 0.06 -0.15
C -2.313831 -5.039625 2.904141 -0.29 0.21 0.05
C -1.814950 -3.768537 3.152461 0.19 -0.26 0.26
S -0.961043 -2.960227 1.825644 0.19 0.15 0.10
O 1.283712 -1.980855 0.375594 0.27 0.15 -0.21
O -1.169236 -3.767732 0.632030 0.12 0.04 0.05
O -1.644233 -1.553534 1.748203 -0.20 0.06 -0.05
H 1.177727 -3.229834 6.763721 0.12 -0.03 -0.04
H -2.288155 -3.580120 6.493289 0.16 0.02 -0.01
H -3.254240 -5.796914 6.058376 -0.01 0.00 -0.01
H -3.252452 -6.755234 3.787389 -0.01 0.00 -0.03
H -2.294334 -5.425799 1.895606 0.03 -0.04 0.00
Se 1.920776 2.554014 -2.866821 -0.04 -0.07 0.08
Sb 2.575693 2.645113 -0.611583 0.24 0.11 -0.32
Se 1.735395 1.278241 1.278603 -0.14 0.01 0.29
Se 1.530747 -0.538609 3.666154 -0.03 0.32 -0.09
Se 4.047923 4.144285 0.386460 -0.01 -0.03 -0.04
C -1.083716 2.208321 -0.459510 -0.03 0.07 0.08
P -1.456888 0.756096 0.551071 -0.05 0.26 0.14
C -2.223063 1.364964 2.071873 -0.02 -0.04 0.01
C -3.315305 0.712037 2.644918 -0.01 0.02 -0.02
C -3.806753 1.134556 3.868490 -0.01 -0.01 0.00
C -3.205741 2.193916 4.534973 0.00 0.00 0.00
C -2.111756 2.838245 3.976055 0.00 0.00 0.00
C -1.617359 2.425471 2.749142 -0.01 0.02 -0.01
C -2.694983 -0.092940 -0.455887 0.04 -0.05 -0.01
C -2.353143 -1.236948 -1.169052 0.00 -0.01 0.01
C -3.280700 -1.832456 -2.009314 -0.01 0.00 0.01
C -4.549402 -1.286818 -2.138712 0.00 -0.01 -0.01
C -4.892346 -0.140723 -1.433467 0.01 0.00 0.01
C -3.966719 0.460446 -0.595492 0.01 0.01 -0.03
H -2.017564 2.543745 -0.911865 -0.01 0.02 0.03
H -0.388717 1.940100 -1.253388 0.00 -0.01 -0.05
H -0.666403 3.015001 0.139388 0.05 -0.03 -0.02
H -3.775385 -0.124624 2.137184 0.00 0.00 0.00
H -4.659905 0.632096 4.304443 0.00 0.00 0.00
H -3.590226 2.516442 5.493430 0.00 0.00 0.00
H -1.638781 3.661076 4.494743 0.00 0.00 0.00
H -0.751493 2.925789 2.333581 0.01 -0.01 0.00
H -1.373563 -1.688723 -1.060238 -0.01 0.00 0.00
H -3.012877 -2.731005 -2.549222 0.00 0.00 0.00
H -5.276320 -1.757111 -2.787713 0.00 0.00 0.00
H -5.881696 0.284824 -1.534477 0.00 0.00 0.00
H -4.238640 1.355408 -0.048075 0.00 0.00 0.01
C 2.709398 -4.058283 -0.448913 0.02 0.00 0.00
P 2.223997 -2.378735 -0.793728 -0.03 -0.07 0.09
C 1.295181 -2.292474 -2.303028 -0.02 -0.05 0.00
C 0.828921 -3.449881 -2.925944 0.03 0.02 -0.03
C -0.006413 -3.343027 -4.027554 0.00 0.02 0.01
C -0.378747 -2.091202 -4.499585 0.00 -0.02 0.00
C 0.076989 -0.938442 -3.872663 0.00 0.02 -0.02
C 0.907740 -1.037938 -2.771808 0.00 0.02 0.00
C 3.643627 -1.306716 -0.776817 0.00 -0.01 -0.01
C 4.262947 -1.110666 0.463102 -0.02 0.01 -0.01
C 5.333410 -0.242924 0.566980 0.00 0.00 0.00
C 5.785459 0.435944 -0.559741 0.01 -0.01 -0.02
C 5.182282 0.232783 -1.792927 -0.01 -0.01 0.00
C 4.111315 -0.644620 -1.907986 0.01 0.03 0.00
H 3.296684 -4.465320 -1.271803 0.01 0.00 0.01
H 1.816809 -4.659300 -0.273500 -0.01 0.00 -0.02
H 3.314032 -4.055820 0.458637 -0.01 0.00 0.00
H 1.107376 -4.429122 -2.560077 0.00 0.00 0.00
H -0.365866 -4.238006 -4.516967 0.00 0.00 0.00
H -1.029692 -2.014285 -5.360647 0.00 0.00 0.00
H -0.209884 0.039528 -4.237609 -0.01 -0.01 0.00
H 1.254940 -0.133380 -2.287552 0.02 0.05 0.01
H 3.889539 -1.610017 1.350727 0.00 0.00 0.00
H 5.804832 -0.080485 1.526616 0.00 0.01 0.00
H 6.611262 1.129829 -0.474060 -0.01 0.00 0.00
H 5.534840 0.764252 -2.666612 0.00 0.00 0.00
H 3.642312 -0.795426 -2.870837 -0.03 0.01 -0.02